Formula: C34H57BBrF3IN15O4Ta
Source: the OMol25 dataset
Level of theory: wB97M-V/def2-TZVPD

Each line ends with the Löwdin charge.
Positions of all 117 atoms, in Å:
C1 -3.983 -2.069 1.160  -0.2024
N1 -3.130 -0.916 1.596  -0.3480
C2 -1.685 -1.126 1.185  -0.4382
Ta1 -0.551 0.835 1.793  1.2619
Br1 -1.920 2.208 -0.031  0.1240
I1 -2.628 1.248 3.750  0.1384
C3 0.524 2.827 2.372  -0.3823
C4 -0.436 4.098 2.413  -0.3658
O1 -0.383 4.922 1.215  -0.2033
C5 -1.617 5.598 1.006  -0.1474
C6 -1.746 6.183 -0.484  -0.4154
F1 -0.968 5.469 -1.384  0.0921
F2 -1.557 7.562 -0.561  0.0733
F3 -3.092 5.965 -0.897  0.0194
O2 1.088 0.421 0.513  -0.2554
B1 0.734 0.129 -0.845  -0.9443
O3 0.676 1.145 -1.859  0.0458
O4 0.501 -1.219 -1.255  0.0617
H1 -3.393 -2.930 0.706  0.0764
H2 -4.595 -2.393 2.073  0.0527
H3 -4.757 -1.693 0.411  0.0312
H4 -3.481 -0.117 1.041  0.0028
H5 -1.198 -1.956 1.782  0.0469
H6 -1.722 -1.293 0.064  0.0426
H7 0.360 -0.100 3.133  -0.0980
H8 1.268 3.014 1.518  0.0498
H9 1.126 2.758 3.329  0.0329
H10 -1.514 3.862 2.663  0.0260
H11 -0.052 4.766 3.267  0.1156
H12 -2.532 4.922 1.145  0.0994
H13 -1.750 6.448 1.755  0.1444
H14 0.405 0.727 -2.696  0.0566
H15 0.081 -1.273 -2.133  0.0152
C7 -7.362 -2.893 -2.131  -0.0603
C8 -7.015 -2.744 -0.686  -0.2251
N2 -6.739 -2.628 0.442  0.1442
H16 -7.472 -1.910 -2.588  0.0769
H17 -6.572 -3.440 -2.647  0.0778
H18 -8.299 -3.442 -2.232  0.0737
C9 -3.538 3.500 7.532  -0.1057
C10 -2.210 3.598 6.859  -0.2924
N3 -1.160 3.678 6.336  0.1156
H19 -4.081 2.633 7.155  0.0399
H20 -3.400 3.393 8.610  0.0582
H21 -4.121 4.398 7.333  0.0511
C11 -5.734 4.397 2.303  -0.0638
C12 -5.352 4.564 3.736  -0.2472
N4 -5.051 4.693 4.855  0.1358
H22 -5.822 5.374 1.826  0.0744
H23 -4.973 3.812 1.783  0.0645
H24 -6.691 3.878 2.234  0.0451
C13 -5.466 1.548 10.949  -0.0677
C14 -5.726 1.365 9.490  -0.2498
N5 -5.929 1.222 8.350  0.1430
H25 -5.737 0.642 11.490  0.0751
H26 -4.408 1.758 11.112  0.0757
H27 -6.057 2.382 11.329  0.0768
C15 4.567 0.073 -2.615  -0.0644
C16 3.593 -0.744 -3.397  -0.2427
N6 2.830 -1.383 -4.008  0.1201
H28 4.129 0.356 -1.656  0.0847
H29 5.475 -0.503 -2.436  0.0207
H30 4.822 0.976 -3.169  0.0822
C17 -5.757 5.032 -3.088  -0.0641
C18 -5.948 3.922 -2.109  -0.2495
N7 -6.097 3.055 -1.344  0.1311
H31 -4.747 5.435 -2.997  0.0692
H32 -5.903 4.661 -4.103  0.0745
H33 -6.477 5.827 -2.892  0.0763
C19 -0.400 -2.765 -5.496  -0.0585
C20 -0.799 -1.746 -4.483  -0.2025
N8 -1.110 -0.948 -3.690  0.1672
H34 0.519 -3.258 -5.180  0.0743
H35 -1.189 -3.511 -5.600  0.0758
H36 -0.234 -2.283 -6.460  0.0784
C21 7.797 -1.324 -5.231  -0.0586
C22 7.672 -0.740 -3.864  -0.2320
N9 7.574 -0.284 -2.793  0.1219
H37 8.250 -2.315 -5.172  0.0124
H38 6.811 -1.409 -5.691  0.0817
H39 8.425 -0.683 -5.851  0.0492
C23 3.472 -1.902 1.614  -0.0628
C24 3.290 -3.010 2.598  -0.2628
N10 3.148 -3.877 3.366  0.0965
H40 4.482 -1.497 1.697  0.0740
H41 3.321 -2.278 0.601  0.0776
H42 2.752 -1.106 1.808  0.0544
C25 -7.992 0.349 0.913  -0.0797
C26 -8.405 1.352 1.939  -0.2528
N11 -8.727 2.136 2.741  0.1089
H43 -7.064 -0.135 1.218  0.0610
H44 -8.769 -0.408 0.802  0.0673
H45 -7.837 0.845 -0.047  0.0616
C27 10.876 1.399 -4.221  -0.0605
C28 10.720 0.932 -5.631  -0.2608
N12 10.595 0.566 -6.732  0.1157
H46 10.295 0.761 -3.554  0.0613
H47 11.927 1.355 -3.931  0.0773
H48 10.523 2.426 -4.130  0.0808
C29 -3.837 -1.708 6.817  -0.0806
C30 -3.354 -2.245 5.511  -0.2714
N13 -2.976 -2.673 4.484  0.1438
H49 -3.190 -2.057 7.623  0.0711
H50 -3.825 -0.617 6.796  0.0505
H51 -4.856 -2.049 7.005  0.0716
C31 9.003 -6.007 -6.066  -0.0619
C32 9.496 -4.669 -5.622  -0.2226
N14 9.881 -3.624 -5.275  0.1285
H52 9.492 -6.792 -5.489  0.0703
H53 7.925 -6.073 -5.916  0.0823
H54 9.226 -6.153 -7.124  0.0606
C33 11.459 -9.671 -6.564  -0.0676
C34 10.815 -8.913 -7.678  -0.2591
N15 10.312 -8.321 -8.548  0.1212
H55 12.175 -10.387 -6.969  0.0781
H56 11.981 -8.981 -5.900  0.0779
H57 10.701 -10.209 -5.994  0.0786

## Properties
* max |F|: 0.06353 hartree/bohr
* HOMO-LUMO gap: 5.257 eV
* total charge: -1
* HOMO energy: -4.1 eV